No. 1
The following is a quantum chemistry calculation of a molecular structure, C14H10N2O6SeTb, from OMol25.

ORCA input file:
```
! wB97M-V def2-TZVPD RIJCOSX def2/J DEFGRID3
* xyz -1 7
Tb 0.6740 -0.5961 -2.0195
O 2.6311 -1.1044 -1.1253
C 3.3534 -0.6222 -0.1695
C 4.7245 -0.2304 -0.3752
C 5.5296 0.2882 0.6137
C 5.0756 0.3531 1.9463
C 3.7775 0.0236 2.2200
C 2.8988 -0.4702 1.1999
C 1.5040 -0.4952 1.5452
N 0.5402 -0.5281 0.6453
N -0.7358 -0.3746 0.9883
C -1.6222 -0.5584 -0.0093
O -1.3346 -0.9223 -1.2022
C -3.0945 -0.4411 0.2076
C -3.6247 -0.2181 1.4876
C -5.0061 -0.0931 1.6307
C -5.8484 -0.1020 0.5527
C -5.3564 -0.3071 -0.7139
C -3.9892 -0.4914 -0.8748
H 5.0796 -0.4105 -1.3693
H 6.5486 0.5369 0.3755
H 5.7388 0.7531 2.6905
H 3.3610 0.2275 3.1976
H 1.2569 -0.4052 2.6071
H -2.9513 -0.1729 2.3591
H -5.4010 -0.1010 2.6215
H -6.9186 0.0895 0.6259
H -5.9937 -0.3432 -1.5791
H -3.5466 -0.6783 -1.8624
O -0.0567 0.2353 -4.0664
Se 0.5416 1.5937 -3.3165
O 0.2878 3.0385 -4.0193
O -0.0990 1.4648 -1.8027
O 2.0557 1.0615 -3.0091
*
```

Output
frontier orbital gap (alpha / beta)	6.9 / 7.1	eV
total energy	-117728.5881	eV

These are the Löwdin partial charges, in e, on atoms 1 to 2:
1 Tb 1.7216
2 O -0.2676

No. 2
The following is a quantum chemistry calculation of a molecular structure, C14H41N10O8Zr, from OMol25.

ORCA input file:
```
! wB97M-V def2-TZVPD RIJCOSX def2/J DEFGRID3
* xyz 1 1
Zr -0.0737 0.4593 -0.1666
C 0.4536 1.9644 -4.2596
C -0.7456 1.4663 -3.4273
C -1.3754 0.1699 -3.9331
O -0.4777 1.3913 -2.0694
H 0.1349 2.6425 -5.0491
H 1.1099 1.1749 -4.6233
H 1.0986 2.5479 -3.5975
H -1.4910 2.2673 -3.5523
H -2.2499 -0.2357 -3.4234
H -0.5973 -0.5635 -3.6711
H -1.5304 0.0646 -5.0079
C 1.3333 -2.0594 2.7978
C 1.8496 -0.6582 2.5119
C 3.3645 -0.5339 2.8843
O 1.5120 -0.1525 1.2655
H 1.5495 -2.6904 1.9266
H 0.2536 -2.1026 2.9248
H 1.8960 -2.5276 3.6075
H 1.3462 -0.0126 3.2652
H 3.7841 -1.5026 2.6064
H 3.5363 -0.2488 3.9188
H 3.8239 0.2124 2.2508
C -2.2825 -3.2667 -1.0581
C -0.8526 -3.0074 -0.6228
C 0.2265 -3.9832 -1.0725
O -0.5503 -1.6642 -0.6812
H -2.8786 -2.6718 -0.3631
H -2.5978 -4.2888 -0.8070
H -2.5280 -3.1429 -2.1120
H -0.8853 -3.2468 0.4651
H 0.0627 -5.0066 -0.7456
H 1.2193 -3.6328 -0.7745
H 0.3703 -3.9353 -2.1614
C 2.6774 -0.7643 -2.2347
O 1.7060 -0.4112 -1.5748
N 3.7490 -1.3741 -1.6341
N 2.7580 -0.6710 -3.5787
H 4.3967 -1.8788 -2.2077
H 3.8430 -1.3354 -0.6362
H 1.8579 -0.4068 -3.9522
H 3.5960 -0.3725 -4.0407
C 2.5798 2.6911 -0.3057
O 1.5838 1.9464 -0.3656
N 2.8080 3.5953 -1.2626
N 3.3932 2.6675 0.7608
H 2.2684 3.5810 -2.1090
H 3.6710 4.1085 -1.2221
H 3.2918 1.9438 1.4453
H 4.2025 3.2618 0.7546
C -0.8329 2.5486 2.2796
O -0.7309 1.9608 1.1992
N -0.2462 2.0649 3.3885
N -1.3864 3.7882 2.3698
H -0.3015 2.5078 4.2876
H 0.3504 1.2475 3.3404
H -1.2997 4.2887 1.4963
H -1.3534 4.3234 3.2163
C -3.3848 0.9174 -0.1587
O -2.2097 0.5138 -0.2758
N -4.1759 0.9703 -1.2598
N -3.9383 1.2323 1.0162
H -3.6908 0.8964 -2.1372
H -5.1622 0.9893 -1.0839
H -3.4351 1.1011 1.8724
H -4.9015 1.5074 1.0681
C -2.1443 -1.1041 2.7192
O -1.3752 -0.5517 1.9217
N -2.5588 -2.3757 2.5102
N -2.6430 -0.4570 3.7974
H -3.1530 -2.8747 3.1422
H -2.1322 -2.7836 1.6900
H -3.1670 -0.9788 4.4779
H -2.3189 0.4595 4.0400
*
```

Output
frontier orbital gap	7.6	eV
total energy	-47748.0375	eV

These are the Löwdin partial charges, in e, on atoms 1 to 2:
1 Zr 2.0540
2 C -0.0344

No. 3
The following is a quantum chemistry calculation of a molecular structure, C27H47GeN3O3OsSSi, from OMol25.

ORCA input file:
```
! wB97M-V def2-TZVPD RIJCOSX def2/J DEFGRID3
* xyz 2 1
Os 0.1879 -0.1043 -0.2525
C 0.7017 -0.2955 4.1053
C 0.0011 0.5329 3.0447
C -1.2651 1.1726 3.5850
C 0.9325 1.5821 2.4707
O -0.3553 -0.3636 1.8987
Si -1.3774 -1.6927 1.8501
S -1.3433 -1.6779 -0.3363
O -2.8250 -1.3475 2.3840
C -4.1769 -1.9155 2.2313
C -4.7547 -1.3637 0.9400
C -4.0777 -3.4310 2.2024
C -4.9633 -1.4338 3.4343
O -0.7486 -3.0193 2.4457
C 0.3786 -3.9227 2.2234
C 0.8288 -4.3768 3.5993
C -0.1503 -5.0862 1.4036
C 1.5067 -3.1960 1.5019
H 0.9245 0.3379 4.9637
H 1.6388 -0.7110 3.7327
H 0.0623 -1.1131 4.4454
H -1.0009 1.8748 4.3749
H -1.9357 0.4220 4.0027
H -1.7969 1.7108 2.7983
H 1.2237 2.2878 3.2475
H 0.4293 2.1397 1.6752
H 1.8401 1.1127 2.0812
H -4.1562 -1.6786 0.0810
H -4.7734 -0.2731 0.9699
H -5.7727 -1.7257 0.7993
H -3.5443 -3.7725 1.3092
H -5.0743 -3.8702 2.1978
H -3.5429 -3.7917 3.0820
H -5.0331 -0.3457 3.4409
H -4.4834 -1.7603 4.3573
H -5.9710 -1.8472 3.4026
H -0.0166 -4.7901 4.1486
H 1.2373 -3.5423 4.1714
H 1.5950 -5.1465 3.5068
H -0.9694 -5.5686 1.9370
H 0.6330 -5.8240 1.2316
H -0.5267 -4.7397 0.4380
H 1.8490 -2.3401 2.0878
H 1.1797 -2.8513 0.5149
H 2.3486 -3.8728 1.3591
C 3.9286 -0.5958 -2.2450
C 2.6045 -0.6512 -1.8958
N 2.0715 0.2468 -1.0290
C 2.8369 1.2341 -0.5409
C 4.1658 1.3878 -0.8924
C 4.7204 0.4272 -1.7307
C 4.9827 2.4988 -0.3679
C 4.6387 3.7760 -0.2013
C 3.3972 4.4831 -0.5914
C 3.2204 5.8030 -0.2061
C 2.0617 6.4419 -0.6226
N 1.1625 5.8383 -1.3955
C 1.4340 4.5841 -1.7336
N 2.4844 3.8669 -1.3559
H 4.3397 -1.3422 -2.9092
H 1.9446 -1.4080 -2.2956
H 2.3731 1.9081 0.1637
H 5.7674 0.4922 -2.0008
H 6.0045 2.2272 -0.1251
H 5.3954 4.4315 0.2145
H 3.9578 6.3122 0.3993
H 1.8469 7.4648 -0.3368
H 0.7230 4.0924 -2.3902
C 0.3345 1.1797 -3.8271
Ge -1.3254 1.4595 -2.8426
C -2.6065 0.0415 -3.1795
C -2.0990 3.2087 -3.1682
C -0.8708 1.4460 -0.8381
H 0.1757 1.4609 -4.8687
H 0.6138 0.1246 -3.8089
H 1.1588 1.7777 -3.4333
H -2.8729 0.0524 -4.2370
H -3.5156 0.1959 -2.5973
H -2.1949 -0.9369 -2.9378
H -2.2987 3.2800 -4.2385
H -1.4407 4.0274 -2.8823
H -3.0435 3.3114 -2.6350
H -1.8308 1.4874 -0.3158
H -0.2837 2.3523 -0.6124
*
```

Output
frontier orbital gap (alpha / beta)	6.3 / 6.4	eV
total energy	-117058.9777	eV

These are the Löwdin partial charges, in e, on atoms 1 to 2:
1 Os 1.1690
2 C -0.0025

No. 4
The following is a quantum chemistry calculation of 2 unconnected molecules or ions with the total composition C4H10O, from OMol25.

ORCA input file:
```
! wB97M-V def2-TZVPD RIJCOSX def2/J DEFGRID3
* xyz 0 1
C 0.0147 -1.1341 0.3611
O 2.6162 0.1773 0.4444
C -0.0129 -0.9352 -1.0097
C -1.1749 -0.0522 0.1679
C -0.7419 1.4443 0.2073
H 1.8796 -0.4747 0.5501
H -0.3327 -2.0582 0.8053
H 3.4396 -0.3090 0.5358
H 0.7733 -0.3034 -1.4468
H -0.7970 -1.3043 -1.6813
H -1.9951 -0.1432 -0.5687
H -1.8192 -0.2760 1.0044
H -1.2013 1.9611 1.0279
H 0.3344 1.4731 0.3332
H -0.9829 1.9345 -0.7311
*
```

Output
frontier orbital gap	7.8	eV
total energy	-6352.7384	eV

These are the Löwdin partial charges, in e, on atoms 1 to 2:
1 C -0.2036
2 O -0.1157

No. 5
The following is a quantum chemistry calculation of a molecular structure, C49H42BrN4O3P2S2Sn, from OMol25.

ORCA input file:
```
! wB97M-V def2-TZVPD RIJCOSX def2/J DEFGRID3
* xyz 1 1
Sn 0.6522 -0.8240 1.9494
O 3.5838 -6.5414 -0.7594
C 3.1721 -5.4344 -0.1476
C 2.9225 -4.2223 -0.8031
C 2.4648 -3.1531 -0.0650
N 2.2185 -3.1963 1.2404
C 2.4803 -4.3428 1.8522
Br 2.1317 -4.4030 3.7033
C 2.9607 -5.4782 1.2328
H 3.6807 -6.4285 -1.7147
H 3.0850 -4.1323 -1.8681
H 2.2581 -2.1984 -0.5289
H 3.1561 -6.3822 1.7858
C 1.7042 7.5650 4.9118
C 1.5443 6.1344 4.5062
C 0.3771 5.4438 4.8164
C 0.2375 4.1106 4.4785
C 1.2594 3.4566 3.8136
C 2.4236 4.1221 3.4841
C 2.5605 5.4550 3.8366
S 0.9613 1.7391 3.4819
O 0.0586 1.2772 4.5036
O 2.1976 0.9784 3.3554
N 0.2829 1.5240 2.0360
C -1.0710 1.5840 1.9167
C -1.8354 2.7535 1.9712
C -3.1990 2.6554 1.7962
C -3.7688 1.4079 1.5470
C -2.9418 0.3073 1.4936
N -1.6258 0.3848 1.6826
H 0.7618 7.9686 5.2727
H 2.0522 8.1764 4.0819
H 2.4389 7.6360 5.7127
H -0.4239 5.9529 5.3330
H -0.6431 3.5505 4.7536
H 3.2145 3.5854 2.9858
H 3.4742 5.9744 3.5927
H -1.3445 3.7036 2.1218
H -3.8231 3.5368 1.8404
H -4.8287 1.3006 1.3933
H -3.3259 -0.6832 1.2971
S 1.6281 -0.8020 6.6920
C 1.7329 -1.2245 5.0398
N 0.6131 -1.4351 4.4210
C -0.4581 -1.2396 5.2553
C -1.8040 -1.3390 4.9133
C -2.7546 -1.0761 5.8752
C -2.3885 -0.7294 7.1764
C -1.0605 -0.6371 7.5388
C -0.1030 -0.8875 6.5689
H 2.6964 -1.3117 4.5651
H -2.0725 -1.6192 3.9013
H -3.8038 -1.1327 5.6263
H -3.1537 -0.5190 7.9085
H -0.7691 -0.3899 8.5472
C 1.0934 -0.7365 -2.4690
P -0.0954 -0.4731 -1.0564
C -1.4938 -1.5173 -1.5828
C -1.2374 -2.8357 -1.9512
C -2.2477 -3.6388 -2.4425
C -3.5323 -3.1330 -2.5594
C -3.8150 -1.8577 -2.0986
C -2.8076 -1.0600 -1.5852
C -0.5524 1.2519 -1.4447
C -1.5626 1.6765 -2.2999
C -1.7649 3.0298 -2.5078
C -0.9656 3.9640 -1.8706
C 0.0688 3.5438 -1.0503
C 0.2816 2.1939 -0.8532
P 0.6481 0.1387 -4.0696
C 1.9764 -0.5522 -5.1308
C 3.2182 -0.9797 -4.6746
C 4.1732 -1.4292 -5.5711
C 3.9109 -1.4407 -6.9291
C 2.6869 -0.9876 -7.3942
C 1.7313 -0.5423 -6.5033
C -0.7029 -0.9326 -4.7180
C -0.5559 -2.2990 -4.9298
C -1.5701 -3.0251 -5.5249
C -2.7469 -2.4027 -5.9101
C -2.9024 -1.0444 -5.7002
C -1.8809 -0.3138 -5.1201
H 1.2621 -1.8026 -2.6369
H 2.0305 -0.2754 -2.1318
H -0.2345 -3.2302 -1.8588
H -2.0231 -4.6504 -2.7500
H -4.3088 -3.7376 -2.9997
H -4.8243 -1.4776 -2.1537
H -3.0369 -0.0780 -1.1959
H -2.1919 0.9638 -2.8053
H -2.5529 3.3626 -3.1675
H -1.1423 5.0186 -2.0194
H 0.7068 4.2642 -0.5578
H 1.0777 1.8506 -0.2032
H 3.4598 -0.9639 -3.6213
H 5.1329 -1.7638 -5.2045
H 4.6586 -1.7952 -7.6219
H 2.4827 -0.9763 -8.4536
H 0.7771 -0.1857 -6.8665
H 0.3621 -2.7955 -4.6457
H -1.4425 -4.0830 -5.6998
H -3.5335 -2.9718 -6.3830
H -3.8130 -0.5488 -6.0021
H -1.9863 0.7539 -4.9934
*
```

Output
frontier orbital gap	7.3	eV
total energy	-179715.2012	eV

These are the Löwdin partial charges, in e, on atoms 1 to 2:
1 Sn 1.3990
2 O 0.1086

Calculated maximum force (eV Å⁻¹), listed in the same order as above: 4.83, 4.96, 2.32, 2.68, 1.70